Entry from the OMol25 dataset: C4H7NO2 in the gas phase (ωB97M-V/def2-TZVPD).

Output
E_HOMO (eV): -9.8
ΔE to the lowest compared entry with this formula, charge and spin (kJ/mol): 344.21
Molar mass (g/mol): 101.10
Kohn-Sham gap (eV): 10.8
Net charge: 0
Structure (SMILES): C/C(=N\O)[C@H]1CO1
E (eV): -9843.7122

Atoms and positions in Å:
H: -1.06005 0.79988 1.96209
C: 0.21146 0.54423 -1.04205
C: -0.07371 -0.28463 -2.21063
H: 0.08205 -2.59234 1.76005
H: 0.01666 2.00434 1.21927
H: -0.30433 -1.33852 -2.07315
C: 0.12371 0.01898 0.35626
N: 0.17770 -1.25039 0.48386
O: 0.01881 -1.63020 1.80661
C: -0.07100 0.95631 1.51659
O: -1.03323 0.64642 -1.73067
H: 0.87497 1.39858 -1.18607
H: 0.37719 -0.01179 -3.16496
H: 0.65977 0.73914 2.30280

Let us look at the Löwdin charges, expressed in e, one per atom:
1 H 0.09
2 C -0.26
3 C -0.12
4 H 0.10
5 H 0.08
6 H 0.11
7 C -0.29
8 N 0.05
9 O -0.05
10 C -0.02
11 O -0.03
12 H 0.15
13 H 0.11
14 H 0.08